Record 1
{
  "formula": "C31H21BCl72NO3",
  "method": "the ωB97M-V functional and the def2-TZVPD basis",
  "elements": ["C", "C", "B", "O", "C", "C", "N", "C", "C", "C", "C", "C", "C", "C", "C", "O", "O", "C", "H", "H", "H", "H", "H", "H", "H", "H", "H", "H", "H", "H", "H", "H", "H", "H", "H", "H", "H", "H", "H", "C", "Cl", "Cl", "Cl", "Cl", "C", "Cl", "Cl", "Cl", "Cl", "C", "Cl", "Cl", "Cl", "Cl", "C", "Cl", "Cl", "Cl", "Cl", "C", "Cl", "Cl", "Cl", "Cl", "C", "Cl", "Cl", "Cl", "Cl", "C", "Cl", "Cl", "Cl", "Cl", "C", "Cl", "Cl", "Cl", "Cl", "C", "Cl", "Cl", "Cl", "Cl", "C", "Cl", "Cl", "Cl", "Cl", "C", "Cl", "Cl", "Cl", "Cl", "C", "Cl", "Cl", "Cl", "Cl", "C", "Cl", "Cl", "Cl", "Cl", "C", "Cl", "Cl", "Cl", "Cl", "C", "Cl", "Cl", "Cl", "Cl", "C", "Cl", "Cl", "Cl", "Cl", "C", "Cl", "Cl", "Cl", "Cl", "C", "Cl", "Cl", "Cl", "Cl"],
  "coordinates": [[-4.402, -1.337, 1.303], [-4.957, -1.195, -0.149], [-3.965, -0.275, -0.931], [-3.647, 0.955, -0.406], [-3.239, -0.672, -2.306], [-3.735, -0.408, -3.534], [-3.064, -0.748, -4.621], [-1.883, -1.342, -4.578], [-1.288, -1.641, -3.393], [0.086, -2.270, -3.458], [1.148, -1.362, -2.776], [2.548, -1.561, -3.398], [0.809, 0.146, -2.900], [-2.000, -1.303, -2.243], [-1.470, -1.547, -0.838], [-0.912, -0.671, -0.212], [-1.735, -2.740, -0.227], [-1.269, -3.908, -0.898], [-5.115, -1.875, 1.927], [-3.463, -1.890, 1.253], [-4.209, -0.368, 1.758], [-5.959, -0.765, -0.050], [-5.040, -2.188, -0.596], [-2.679, 1.026, -0.409], [-4.679, 0.102, -3.661], [-3.444, -0.528, -5.541], [-1.390, -1.579, -5.509], [0.372, -2.313, -4.513], [0.106, -3.292, -3.094], [1.190, -1.584, -1.708], [3.289, -1.572, -2.593], [2.817, -0.741, -4.065], [2.598, -2.479, -3.985], [0.130, 0.446, -2.104], [1.734, 0.698, -2.747], [0.398, 0.396, -3.881], [-1.678, -4.012, -1.906], [-0.181, -3.877, -0.998], [-1.510, -4.803, -0.334], [4.649, -4.342, -1.533], [5.936, -3.589, -2.472], [3.905, -3.135, -0.471], [3.424, -4.996, -2.633], [5.320, -5.650, -0.557], [-5.591, 0.805, -7.820], [-7.033, -0.125, -8.199], [-5.771, 1.578, -6.232], [-4.182, -0.286, -7.770], [-5.332, 2.037, -9.046], [9.985, -2.960, -1.247], [11.057, -2.474, 0.068], [10.854, -4.035, -2.347], [8.577, -3.821, -0.593], [9.447, -1.537, -2.142], [14.047, -5.194, -4.488], [15.533, -5.376, -5.425], [12.811, -4.412, -5.486], [13.472, -6.787, -3.981], [14.372, -4.199, -3.065], [8.092, -1.545, -6.393], [9.359, -0.824, -7.387], [7.380, -0.302, -5.350], [6.837, -2.226, -7.436], [8.782, -2.821, -5.388], [2.488, 3.679, -1.024], [3.495, 4.159, 0.342], [3.430, 2.666, -2.136], [1.100, 2.759, -0.431], [1.928, 5.118, -1.879], [13.055, -7.311, 0.048], [12.055, -6.273, -0.982], [14.629, -7.573, -0.709], [13.283, -6.527, 1.615], [12.248, -8.869, 0.280], [0.780, 6.572, 2.429], [2.089, 7.387, 1.566], [-0.010, 7.721, 3.508], [-0.395, 5.943, 1.263], [1.442, 5.235, 3.378], [2.431, 10.058, 6.081], [1.347, 11.036, 5.090], [1.720, 9.826, 7.681], [2.676, 8.485, 5.311], [3.986, 10.885, 6.240], [-7.151, -3.107, 4.637], [-5.532, -2.415, 4.810], [-7.718, -2.853, 2.980], [-7.086, -4.838, 4.974], [-8.253, -2.312, 5.761], [5.947, 5.305, 3.982], [6.480, 4.213, 5.263], [5.062, 4.379, 2.757], [4.883, 6.543, 4.660], [7.351, 6.075, 3.238], [7.397, 0.422, 1.366], [8.884, 1.375, 1.390], [7.749, -1.212, 0.797], [6.715, 0.352, 2.995], [6.232, 1.177, 0.270], [1.146, 15.186, 4.289], [1.292, 15.068, 2.531], [-0.512, 14.799, 4.768], [2.254, 14.040, 5.048], [1.540, 16.829, 4.804], [-10.485, -0.574, 1.058], [-9.609, -2.016, 0.515], [-9.665, 0.870, 0.449], [-12.135, -0.624, 0.434], [-10.520, -0.532, 2.822], [-10.590, 0.049, -5.463], [-8.951, 0.720, -5.532], [-11.388, 0.305, -7.017], [-10.498, -1.683, -5.123], [-11.502, 0.856, -4.187], [-7.904, 1.415, 8.107], [-9.569, 0.822, 8.174], [-7.901, 3.123, 7.649], [-7.145, 1.227, 9.691], [-7.006, 0.479, 6.906], [-3.463, -6.223, 3.446], [-4.824, -7.166, 2.829], [-3.889, -5.522, 5.006], [-2.051, -7.270, 3.624], [-3.089, -4.915, 2.306], [-12.906, -1.611, 8.206], [-12.946, -1.879, 9.951], [-13.488, 0.018, 7.844], [-11.242, -1.776, 7.626], [-13.933, -2.800, 7.400]],
  "atomic_forces_ev_per_a": [[-0.009, -0.172, -0.441], [0.228, 0.018, 0.373], [-0.868, 0.694, 0.203], [0.476, -0.919, 0.065], [0.586, -0.428, 1.623], [-1.216, 0.715, -0.219], [-0.184, 0.195, -0.997], [0.322, -0.152, -0.652], [0.576, -0.835, 0.559], [0.368, 1.024, -0.085], [0.190, 0.628, -0.352], [-0.182, -0.256, 0.250], [0.120, -0.633, 0.458], [0.429, -0.590, 0.451], [0.985, 0.054, 1.269], [-1.040, -0.613, -0.867], [0.148, 0.657, -0.548], [0.505, -0.548, -0.721], [0.132, -0.069, -0.035], [-0.053, -0.026, 0.352], [-0.048, 0.046, -0.045], [-0.003, 0.064, -0.317], [-0.202, 0.029, -0.036], [-0.067, 0.731, -0.236], [-0.056, -0.035, -0.277], [-0.199, 0.062, 0.062], [-0.186, 0.096, -0.175], [-0.137, -0.107, -0.010], [-0.002, -0.047, 0.163], [0.046, -0.157, -0.024], [0.027, -0.144, -0.341], [-0.170, 0.011, -0.059], [0.249, -0.099, 0.203], [-0.179, 0.193, -0.204], [-0.171, 0.113, -0.067], [0.070, 0.072, -0.016], [-0.270, 0.080, 0.095], [-0.021, 0.093, 0.187], [-0.311, 0.278, 0.279], [0.135, 0.044, -0.003], [-0.272, 0.075, -0.163], [0.022, -0.075, 0.088], [-0.062, -0.084, 0.027], [-0.037, 0.038, -0.011], [-0.334, 0.159, -0.134], [0.219, -0.018, -0.038], [0.101, -0.017, 0.027], [0.135, -0.107, -0.102], [0.065, -0.082, 0.095], [0.033, -0.019, 0.047], [-0.047, -0.050, -0.059], [-0.298, 0.424, -0.392], [0.383, -0.158, 0.044], [0.023, 0.012, -0.004], [0.073, -0.049, -0.012], [-0.044, 0.007, 0.004], [-0.001, -0.003, 0.034], [0.047, 0.073, -0.234], [0.006, -0.027, -0.026], [0.040, -0.012, -0.014], [-0.045, -0.015, 0.035], [-0.004, -0.014, 0.009], [0.008, 0.019, 0.026], [-0.005, -0.050, -0.043], [0.036, 0.081, 0.033], [-0.231, -0.047, -0.443], [0.099, 0.081, 0.066], [-0.025, -0.016, 0.045], [-0.003, -0.055, 0.024], [-0.037, -0.055, -0.021], [0.255, -0.394, 0.596], [-0.039, 0.018, 0.036], [-0.016, -0.003, -0.025], [0.016, 0.035, -0.008], [0.031, 0.052, 0.043], [-0.009, -0.022, 0.015], [-0.211, -0.072, -0.153], [0.035, 0.000, 0.004], [-0.012, 0.016, -0.017], [-0.041, 0.013, 0.025], [-0.088, -0.430, 0.029], [0.022, -0.003, -0.040], [-0.018, 0.198, 0.174], [-0.026, -0.008, -0.015], [-0.023, -0.103, -0.023], [-0.001, 0.098, 0.049], [0.053, -0.023, 0.120], [-0.265, 0.103, 0.008], [-0.042, -0.204, -0.127], [0.033, 0.038, 0.059], [-0.020, 0.010, -0.041], [0.247, -0.041, 0.344], [0.242, -0.178, -0.090], [-0.051, -0.029, -0.001], [0.037, -0.001, 0.059], [-0.038, -0.027, -0.011], [-0.182, 0.184, 0.222], [-0.002, 0.027, -0.047], [-0.074, 0.064, -0.024], [0.052, 0.054, 0.027], [-0.007, -0.004, 0.029], [0.021, -0.008, -0.009], [0.081, 0.408, -0.045], [-0.023, -0.044, -0.018], [-0.055, 0.045, 0.093], [-0.075, 0.031, -0.143], [0.007, -0.028, -0.003], [0.056, -0.007, -0.010], [0.007, -0.001, -0.067], [-0.127, -0.002, 0.048], [-0.102, 0.024, 0.118], [0.048, -0.007, 0.031], [0.020, 0.034, -0.007], [0.048, -0.030, -0.029], [-0.020, 0.120, 0.046], [0.248, 0.171, 0.012], [0.004, -0.042, 0.007], [-0.025, -0.005, -0.047], [0.081, 0.189, 0.091], [-0.014, -0.055, 0.104], [0.031, 0.041, -0.010], [0.312, -0.138, -0.063], [-0.036, 0.047, -0.035], [-0.016, 0.051, -0.007], [-0.071, -0.037, 0.017], [0.014, 0.011, -0.049], [0.029, -0.021, 0.001], [-0.203, -0.233, -0.031], [0.032, 0.037, 0.014]],
  "homo_ev": -11.893,
  "homo_lumo_gap_ev": 7.9,
  "total_charge": 1,
  "e_above_lowest_kcal_mol": 9.9,
  "fmax_ha_per_bohr": 0.035
}

=====

Record 2
{
  "formula": "C31H21CdF10N7O2S",
  "method": "the ωB97M-V functional and the def2-TZVPD basis",
  "elements": ["Cd", "O", "C", "C", "C", "C", "C", "C", "C", "O", "N", "N", "C", "C", "C", "C", "C", "C", "N", "H", "H", "H", "H", "H", "H", "H", "H", "H", "H", "C", "N", "C", "C", "N", "C", "C", "F", "C", "F", "C", "F", "C", "F", "C", "F", "C", "C", "N", "C", "C", "F", "C", "F", "C", "F", "C", "F", "C", "F", "H", "H", "H", "H", "H", "H", "H", "H", "H", "H", "H", "S", "C", "N"],
  "coordinates": [[0.354, -0.185, 0.283], [0.067, -2.906, -3.705], [1.191, -2.605, -4.365], [1.328, -3.057, -5.682], [2.471, -2.774, -6.404], [3.502, -2.033, -5.833], [3.369, -1.579, -4.532], [2.229, -1.850, -3.781], [2.074, -1.335, -2.385], [1.005, -1.602, -1.756], [3.085, -0.636, -1.909], [2.799, -0.047, -0.722], [3.793, 0.141, 0.054], [3.648, 0.819, 1.341], [4.708, 0.821, 2.248], [4.551, 1.460, 3.463], [3.344, 2.082, 3.743], [2.342, 2.021, 2.783], [2.486, 1.415, 1.614], [0.169, -2.478, -2.797], [0.515, -3.627, -6.113], [2.562, -3.133, -7.424], [4.399, -1.816, -6.400], [4.149, -0.999, -4.057], [4.775, -0.253, -0.210], [5.622, 0.295, 2.004], [5.356, 1.462, 4.188], [3.171, 2.590, 4.682], [1.372, 2.472, 2.962], [0.647, 2.447, -2.084], [-0.290, 2.048, -1.049], [-0.309, 3.049, 0.004], [-1.282, 2.746, 1.132], [-1.154, 1.413, 1.690], [-1.820, 1.228, 2.830], [-2.750, 2.102, 3.481], [-3.204, 3.236, 2.875], [-3.309, 1.851, 4.721], [-4.164, 2.752, 5.252], [-3.030, 0.702, 5.424], [-3.549, 0.483, 6.656], [-2.184, -0.217, 4.821], [-1.897, -1.361, 5.468], [-1.631, 0.032, 3.590], [-0.830, -0.908, 3.074], [-1.603, 1.767, -1.619], [-1.704, 0.301, -2.008], [-1.626, -0.529, -0.818], [-2.690, -1.204, -0.387], [-4.063, -1.049, -0.737], [-4.482, 0.011, -1.485], [-5.067, -1.889, -0.294], [-6.336, -1.672, -0.702], [-4.809, -2.922, 0.581], [-5.791, -3.762, 0.988], [-3.504, -3.067, 1.028], [-3.219, -4.056, 1.894], [-2.508, -2.235, 0.581], [-1.261, -2.438, 1.050], [0.331, 3.393, -2.557], [0.710, 1.684, -2.859], [1.638, 2.580, -1.659], [-0.578, 4.041, -0.403], [0.706, 3.104, 0.403], [-2.300, 2.938, 0.773], [-1.085, 3.517, 1.894], [-1.814, 2.428, -2.476], [-2.363, 1.946, -0.860], [-0.866, 0.032, -2.660], [-2.617, 0.160, -2.583], [3.412, -3.369, 2.478], [2.292, -2.365, 1.848], [1.516, -1.613, 1.415]],
  "atomic_forces_ev_per_a": [[-0.729, 0.306, -0.232], [0.000, 0.058, 0.093], [0.065, 0.043, 0.048], [0.014, -0.007, -0.043], [0.002, 0.015, 0.018], [0.034, 0.002, -0.023], [-0.029, -0.022, -0.011], [-0.089, -0.070, -0.011], [-0.100, 0.092, 0.183], [-0.145, 0.072, -0.170], [0.245, 0.032, -0.298], [-0.053, 0.124, 0.256], [0.055, -0.042, -0.151], [-0.033, -0.008, 0.031], [0.020, -0.035, 0.015], [-0.013, 0.010, -0.002], [-0.016, 0.007, -0.014], [-0.025, -0.002, 0.055], [-0.226, 0.034, -0.086], [0.004, -0.006, -0.067], [-0.005, -0.006, 0.025], [-0.010, -0.008, -0.001], [-0.001, 0.006, 0.003], [-0.004, -0.007, 0.005], [0.000, 0.045, -0.035], [-0.014, 0.012, -0.019], [-0.007, -0.006, -0.002], [-0.010, -0.012, 0.002], [-0.071, -0.016, 0.019], [-0.013, -0.094, -0.054], [0.270, -0.085, 0.036], [-0.035, -0.137, 0.199], [-0.036, -0.009, 0.049], [0.457, 0.124, -0.110], [-0.100, 0.056, 0.307], [0.097, -0.103, -0.145], [-0.084, 0.055, 0.074], [-0.018, -0.038, 0.080], [0.014, 0.016, -0.021], [-0.034, 0.045, 0.012], [-0.008, -0.023, -0.029], [-0.030, -0.020, 0.017], [0.013, 0.013, -0.019], [0.070, 0.018, -0.121], [0.158, 0.026, 0.058], [-0.177, -0.116, -0.039], [-0.077, -0.103, 0.329], [0.119, -0.102, -0.249], [-0.113, 0.026, 0.029], [0.095, 0.013, 0.039], [0.073, 0.013, -0.069], [-0.025, -0.024, 0.039], [0.021, 0.000, -0.002], [-0.037, 0.031, -0.012], [0.023, 0.019, 0.006], [0.020, -0.011, 0.093], [0.001, 0.034, -0.038], [0.233, -0.016, 0.027], [-0.268, -0.150, -0.259], [0.021, 0.006, 0.012], [0.017, -0.079, -0.010], [0.119, -0.041, 0.067], [0.061, 0.025, -0.008], [0.067, 0.039, -0.001], [0.036, 0.099, 0.035], [-0.034, 0.048, -0.030], [0.067, 0.049, 0.017], [-0.014, 0.000, -0.116], [0.057, 0.013, -0.050], [-0.050, -0.116, -0.075], [0.266, -0.211, 0.092], [-0.210, 0.358, -0.035], [0.128, -0.259, 0.284]],
  "homo_ev": -1.898,
  "homo_lumo_gap_ev": 6.3,
  "total_charge": -2,
  "e_above_lowest_kcal_mol": 0.0,
  "fmax_ha_per_bohr": 0.016
}